# 1
This record from OMol25 describes a gas-phase ion, C5H10NS (charge +1). The level of theory is wB97M-V/def2-TZVPD.

XYZ file:
```
17
Properties=species:S:1:pos:R:3:forces:R:3
C 1.093129 0.362014 0.321174 -2.930 2.437 -0.308
C -0.805376 -0.695102 -0.083084 0.382 0.302 5.619
C -0.953240 0.751268 0.423067 4.763 -1.593 -0.062
C -1.549732 1.815308 -0.347699 0.000 -0.304 -0.925
C 1.235022 -2.048391 -0.227404 3.731 -1.658 -1.812
N 0.668185 -0.766911 -0.097510 -1.877 -0.872 0.862
S 2.631799 1.031555 0.392403 0.760 -1.745 -0.256
H -1.229147 -1.267516 0.893071 0.823 0.226 -2.890
H -1.267178 -0.875083 -0.977375 -1.036 -0.908 -2.260
H -1.014529 0.720611 1.501319 -0.382 0.668 0.099
H -2.618070 1.511974 -0.229034 0.235 1.075 -0.509
H -1.193854 1.954275 -1.389438 -0.598 -0.942 0.355
H -1.246218 2.731772 0.075361 -0.631 1.332 0.971
H 2.130167 -2.085187 -0.974212 -1.188 0.430 1.586
H 0.520475 -2.554903 -0.777358 -1.413 -1.524 -0.970
H 1.481500 -2.696338 0.649154 -0.258 1.271 -0.164
H 2.117061 2.110646 0.847557 -0.381 1.806 0.663
```
Positions in Å, forces in eV/Å.

The calculation puts the HOMO energy at -13.93 eV. Its HOMO-LUMO gap is 9.83 eV. The energy relative to the best compared isomer or geometry (same formula, charge and spin) is 399.7 kJ/mol. As for the calculated total energy: -649.07315 Eh. As for the total charge: +1.

***

# 2
This record from OMol25 describes 3 unconnected molecules or ions with the total composition C10H18BN2O9S2. The level of theory is wB97M-V/def2-TZVPD.

XYZ file:
```
42
Properties=species:S:1:pos:R:3:forces:R:3
C -3.026843 0.453639 0.957527 -0.093 -0.230 -0.151
C -4.166993 0.221684 -0.063393 0.425 0.116 -0.126
B -3.677999 -0.104285 -1.514913 -0.226 -0.073 0.303
O -4.241284 0.431227 -2.634158 0.463 0.225 0.242
C -2.497715 -1.194397 -1.660995 -0.774 0.393 0.073
C -2.611295 -2.454118 -1.045803 0.717 -0.397 -0.151
C -1.568707 -3.340896 -1.174308 -0.515 0.444 0.078
C -0.465746 -2.900825 -1.888942 0.300 -0.653 0.149
N -0.446812 -1.708027 -2.431666 -0.758 0.125 0.131
N -1.442065 -0.830157 -2.352481 0.707 -0.176 -0.283
H -2.050337 0.124678 0.605643 0.125 -0.057 -0.090
H -2.941682 1.509010 1.180134 0.045 0.212 0.097
H -3.215112 -0.078164 1.881277 -0.037 0.002 0.259
H -4.797347 -0.601170 0.277135 -0.179 -0.120 0.022
H -4.796482 1.103125 -0.103625 -0.312 0.031 -0.003
H -3.742524 1.176116 -2.989527 -0.180 -0.053 -0.457
H -3.491370 -2.720279 -0.486778 -0.199 0.047 0.106
H -1.588154 -4.318801 -0.730024 0.081 -0.209 0.035
H 0.407888 -3.517028 -2.013548 0.236 0.020 -0.145
H 0.389255 -1.396646 -2.938250 0.209 0.355 -0.037
C 4.344431 1.300356 -1.573339 -0.012 0.330 0.174
C 3.266018 0.866121 -0.602109 0.270 -0.352 0.110
O 2.044172 1.004830 -1.360632 0.014 0.158 -0.117
S 2.329355 0.679015 -2.887454 0.391 0.320 0.325
O 1.984160 -0.690662 -3.134315 -0.136 -0.186 -0.210
O 1.780360 1.703813 -3.686757 -0.210 -0.076 -0.140
O 3.905268 0.763475 -2.841801 -0.132 -0.185 0.057
H 4.405615 2.385367 -1.661411 -0.018 -0.015 -0.022
H 5.320903 0.896033 -1.327170 -0.005 -0.139 -0.170
H 3.215801 1.484032 0.287532 -0.174 0.062 -0.047
H 3.374934 -0.178067 -0.310063 0.023 0.037 0.049
C 0.260674 1.408799 3.294271 -0.180 0.011 0.241
C 1.541335 1.908724 3.930224 0.062 0.200 -0.223
O 2.236563 0.707103 4.294269 -0.144 -0.148 0.013
S 1.932990 -0.446728 3.239656 -0.158 0.302 0.165
O 2.980279 -0.511139 2.282026 0.032 -0.049 -0.198
O 1.509979 -1.600660 3.936266 0.052 -0.188 0.033
O 0.671922 0.255289 2.538513 0.188 0.121 -0.086
H -0.467263 1.094094 4.043400 0.021 0.010 0.010
H -0.189384 2.137962 2.626577 0.035 -0.098 -0.142
H 1.368203 2.509071 4.817665 0.072 -0.127 0.114
H 2.155008 2.468484 3.221348 -0.026 0.010 0.011
```
Positions in Å, forces in eV/Å.

The calculation puts the HOMO energy at -13.50 eV. Its HOMO-LUMO gap is 9.04 eV. As for the calculated total energy: -1999.48807 Eh. As for the total charge: +1.

***

# 3
This record from OMol25 describes 2 unconnected molecules or ions with the total composition C2H4NP. The level of theory is wB97M-V/def2-TZVPD.

XYZ file:
```
8
Properties=species:S:1:pos:R:3:forces:R:3
C 0.512763 -0.360119 1.001269 1.773 0.868 -0.121
C -0.638221 0.230139 0.280089 0.327 -0.590 1.201
N 1.084365 -0.362501 2.111545 -0.180 -0.764 0.144
P 2.292079 -0.660219 0.727455 -0.793 -0.834 1.133
H -0.441205 -0.154476 -0.698937 -0.910 -0.034 -0.874
H -0.250600 1.283855 0.281815 -1.432 -0.489 0.019
H -1.630051 -0.091118 0.754253 1.300 1.131 -0.862
H 2.420100 1.327062 -0.444395 -0.085 0.711 -0.641
```
Positions in Å, forces in eV/Å.

The calculation puts the HOMO energy (alpha / beta) at -6.94 / -9.16 eV. The multiplicity is 3. Its HOMO-LUMO gap (alpha / beta) is 7.57 / 7.39 eV. The energy relative to the best compared isomer or geometry (same formula, charge and spin) is 311.4 kJ/mol. As for the calculated total energy: -474.48995 Eh. The expectation value of S² is 2.006.

***

# 4
This record from OMol25 describes 2 unconnected molecules or ions with the total composition C2H6N2. The level of theory is wB97M-V/def2-TZVPD.

XYZ file:
```
10
Properties=species:S:1:pos:R:3:forces:R:3
C 0.580130 -1.112518 -2.545604 0.093 0.313 0.308
N 1.262686 -2.142877 -2.823528 0.600 0.263 0.529
H 0.031496 -0.581733 -3.302795 -0.420 -0.228 -0.782
H 0.433465 -0.563421 -1.601387 0.593 -0.544 0.296
H 1.845558 -2.438639 -2.008604 -0.844 0.181 -0.375
C -0.639642 1.098499 2.204856 -0.189 0.191 1.248
N -1.573244 1.870733 2.598542 -0.280 0.414 -0.293
H -0.857020 0.478884 1.355576 0.111 -0.347 -0.518
H 0.320120 0.905074 2.720916 -0.247 0.380 -0.249
H -1.403550 2.485998 3.402027 0.582 -0.622 -0.164
```
Positions in Å, forces in eV/Å.

The calculation puts the HOMO energy (alpha / beta) at 1.22 / -6.14 eV. The multiplicity is 2. Its HOMO-LUMO gap (alpha / beta) is 3.21 / 10.78 eV. The energy relative to the best compared isomer or geometry (same formula, charge and spin) is 130.0 kJ/mol. As for the calculated total energy: -189.19525 Eh. The expectation value of S² is 0.751. As for the total charge: -1.

***

# 5
This record from OMol25 describes 8 unconnected molecules or ions with the total composition H16O8. The level of theory is wB97M-V/def2-TZVPD.

XYZ file:
```
24
Properties=species:S:1:pos:R:3:forces:R:3
O 16.220765 14.556918 3.805754 0.076 -0.247 0.063
H 16.188230 15.498010 3.633945 0.282 0.310 0.097
H 15.508488 14.192298 3.280447 -0.251 -0.240 -0.179
O 13.440357 11.006770 3.933086 -0.198 -0.134 0.072
H 13.867233 10.910423 4.784406 0.092 -0.070 0.243
H 13.778933 11.832466 3.586926 0.003 0.175 -0.065
O 13.651771 14.046673 2.409574 0.192 -0.038 0.196
H 12.879652 13.820147 1.891163 -0.256 -0.273 -0.244
H 13.634319 15.002332 2.461076 -0.029 0.281 0.071
O 19.588309 15.756215 4.472299 0.429 -0.428 -0.190
H 18.689910 16.042401 4.307386 -0.326 0.180 0.064
H 19.999904 16.499581 4.913008 0.061 0.106 0.125
O 17.336937 17.430268 4.263087 -0.149 -0.115 -0.189
H 16.436941 17.490332 4.583453 -0.273 -0.012 0.505
H 17.403448 18.120687 3.603440 0.158 0.210 -0.236
O 15.418684 15.717497 6.657618 -0.027 0.379 -0.074
H 15.816214 14.846798 6.666249 0.261 -0.227 -0.139
H 14.529096 15.578393 6.982451 -0.222 0.003 0.113
O 18.312700 12.745963 4.976437 0.049 -0.524 0.298
H 17.403926 12.987544 4.797585 -0.146 0.274 -0.164
H 18.821855 13.227939 4.324752 0.157 0.321 -0.060
O 14.298502 11.538966 1.103864 -0.213 -0.062 -0.188
H 14.511193 12.253778 1.703906 0.144 0.260 0.003
H 15.131572 11.320277 0.686257 0.187 -0.128 -0.121
```
Positions in Å, forces in eV/Å.

The calculation puts the HOMO energy at -10.54 eV. Its HOMO-LUMO gap is 10.25 eV. The energy relative to the best compared isomer or geometry (same formula, charge and spin) is 231.3 kJ/mol. As for the calculated total energy: -611.49452 Eh. As for the SMILES: O.O.O.O.O.O.O.O.

***

# 6
This record from OMol25 describes a molecular structure, C22H31BCrN6O. The level of theory is wB97M-V/def2-TZVPD.

XYZ file:
```
62
Properties=species:S:1:pos:R:3:forces:R:3
C -2.640260 0.632958 -1.213802 -0.379 1.105 -0.253
N -1.619431 1.420656 -0.804899 0.078 0.479 -0.037
N -1.989662 2.724241 -1.064277 0.355 -0.829 0.109
C -3.228050 2.757054 -1.556181 0.238 -0.119 0.106
C -3.689848 1.455536 -1.658724 0.315 -0.709 0.099
B -0.898011 3.804499 -0.972566 -0.185 -0.427 0.044
N -0.481340 3.814600 0.510336 0.648 0.016 0.521
N 0.199066 2.760360 1.090176 -0.280 0.923 -0.011
C 0.661124 3.192203 2.289369 -0.627 1.387 -0.488
C 0.235491 4.522185 2.484082 0.098 -0.943 -0.550
C -0.471168 4.864187 1.329542 0.336 -0.446 0.407
Cr 0.198369 1.089136 0.063471 -1.117 0.957 -1.431
N 0.335539 3.287886 -1.779277 0.108 -0.295 0.320
N 0.961951 2.107107 -1.464100 0.145 0.175 -0.159
C 1.996220 1.946078 -2.330100 -0.605 0.962 -0.138
C 2.024757 3.051312 -3.196775 -0.363 -0.386 0.636
C 0.958394 3.865714 -2.805740 0.323 -0.506 0.082
H 2.647022 1.079397 -2.287991 -0.163 0.187 0.027
H 0.591427 4.817804 -3.169189 0.183 -0.190 -0.080
H 2.713423 3.244039 -3.989646 0.224 -0.022 -0.209
H -1.303189 4.864328 -1.376065 0.259 -0.279 0.221
H -0.962823 5.780633 1.023904 0.166 -0.126 0.173
H -3.686048 3.712421 -1.793618 0.067 -0.305 -0.034
H 0.422588 5.151980 3.321385 0.136 0.188 0.377
H -4.648079 1.126406 -2.020795 0.015 0.014 -0.040
H 1.329958 2.606602 2.900255 -0.248 -0.191 0.040
H -2.569907 -0.440848 -1.269181 0.053 0.040 0.362
H 1.711665 -0.002227 1.788576 0.217 0.000 -0.006
C 1.639810 -0.561492 2.736401 -0.165 -0.050 0.263
H 2.108215 0.018838 3.539500 -0.093 -0.105 -0.300
H 0.587808 -0.735844 2.979698 0.251 0.058 -0.020
H 2.149796 -1.526589 2.632055 -0.095 0.319 -0.113
C 3.497498 -2.017656 -1.329528 0.442 -0.039 0.291
C 2.016664 -2.136082 -1.637947 -0.352 0.187 0.306
C 1.786859 -3.009225 -2.861953 -0.299 -0.369 -0.227
C 1.222776 -2.672844 -0.450660 1.276 -1.310 -0.178
C 1.508533 -3.906960 0.129014 0.137 1.027 -0.766
C 0.741336 -4.409859 1.187543 -0.031 -0.127 0.014
C -0.351116 -3.673147 1.665383 -0.612 1.228 -0.280
C -0.682420 -2.429577 1.126526 -0.575 -1.100 1.239
C -1.944584 -1.692494 1.576322 0.650 0.058 -0.022
C -3.161516 -2.393935 0.997817 -0.294 -0.274 -0.400
C -2.091282 -1.606424 3.085976 0.049 0.091 0.463
C 0.162588 -1.906461 0.102163 -0.327 0.956 -0.630
O -0.049776 -0.712036 -0.385549 0.082 -1.194 0.556
H 3.923283 -3.000117 -1.087998 0.002 0.249 -0.037
H 3.682349 -1.346104 -0.482874 0.041 -0.130 -0.052
H 4.046173 -1.627456 -2.192840 -0.131 -0.080 0.088
H 1.618646 -1.137533 -1.844645 0.074 -0.132 -0.098
H 2.134647 -4.032585 -2.673484 -0.057 0.174 -0.096
H 0.721748 -3.051987 -3.112043 0.148 -0.069 -0.041
H 2.325149 -2.624642 -3.732865 -0.040 0.000 0.173
H 2.347598 -4.464139 -0.268668 -0.087 -0.149 0.107
H 0.965722 -5.388364 1.618053 -0.027 0.323 -0.138
H -0.977648 -4.058126 2.459750 0.119 -0.153 -0.039
H -1.882340 -0.668945 1.180950 -0.150 -0.157 0.015
H -3.228260 -3.416487 1.395113 -0.015 0.241 -0.132
H -4.085542 -1.869515 1.260622 0.181 -0.032 -0.021
H -3.097557 -2.457576 -0.092242 -0.111 -0.101 0.056
H -1.289081 -1.022434 3.542736 -0.077 -0.131 0.066
H -3.030561 -1.101409 3.331654 0.109 -0.122 -0.039
H -2.114694 -2.597043 3.557848 -0.018 0.255 -0.096
```
Positions in Å, forces in eV/Å.

The calculation puts the HOMO energy (alpha / beta) at -15.22 / -15.19 eV. The multiplicity is 5. Its HOMO-LUMO gap (alpha / beta) is 7.26 / 6.02 eV. As for the calculated total energy: -2329.53801 Eh. The expectation value of S² is 6.057. As for the total charge: +2.

***

| no. | F_max (eV Å⁻¹) |
| --- | --- |
| 1 | 5.64 |
| 2 | 0.87 |
| 3 | 1.98 |
| 4 | 1.28 |
| 5 | 0.64 |
| 6 | 2.05 |